Model i:
180
Properties=species:S:1:pos:R:3 method="wB97M-V/def2-TZVPD" charge=0 homo_energy_ha=-0.387 lumo_ev=0.46 multiplicity=1
C 7.608 -3.434 -1.928
O 6.366 -2.861 -1.543
C 6.267 -1.513 -1.541
O 7.195 -0.860 -1.953
O 5.139 -1.078 -1.007
C 4.860 0.298 -0.996
H 7.637 -4.046 -2.823
H 8.019 -3.981 -1.070
H 8.360 -2.608 -2.128
H 4.107 0.407 -0.165
H 4.479 0.657 -1.911
H 5.710 0.827 -0.690
C -1.218 -2.631 -3.830
O -0.297 -2.985 -4.955
C 0.785 -3.607 -4.613
O 1.234 -3.670 -3.491
O 1.321 -4.181 -5.655
C 2.582 -4.884 -5.589
H -1.989 -2.190 -4.411
H -0.691 -1.936 -3.244
H -1.668 -3.530 -3.365
H 2.651 -5.347 -6.521
H 2.623 -5.472 -4.708
H 3.405 -4.160 -5.550
C -1.163 -0.501 6.980
O -0.973 -1.102 5.716
C -1.648 -0.658 4.620
O -2.479 0.203 4.546
O -1.389 -1.444 3.581
C -0.296 -2.330 3.669
H -2.227 -0.131 6.967
H -0.567 0.342 7.043
H -0.869 -1.123 7.833
H -0.411 -3.142 4.451
H 0.599 -1.832 3.842
H -0.151 -2.713 2.658
C -0.893 5.198 -5.222
O -1.158 3.835 -5.503
C -1.689 3.038 -4.548
O -1.997 3.421 -3.418
O -1.814 1.789 -4.932
C -2.314 0.930 -3.926
H -1.735 5.758 -4.839
H -0.556 5.564 -6.183
H -0.015 5.349 -4.543
H -3.247 1.317 -3.609
H -1.627 0.811 -3.114
H -2.373 -0.089 -4.401
C 1.815 2.698 -5.060
O 1.498 3.504 -3.965
C 1.959 3.030 -2.766
O 2.340 1.874 -2.608
O 1.921 4.037 -1.863
C 2.010 3.590 -0.497
H 2.797 2.194 -4.914
H 1.941 3.307 -5.932
H 1.038 1.871 -5.133
H 2.817 2.865 -0.502
H 1.073 2.982 -0.236
H 2.199 4.471 0.062
C 7.634 -0.975 -5.520
O 6.433 -0.272 -5.192
C 5.342 -1.074 -4.982
O 5.213 -2.285 -5.227
O 4.428 -0.288 -4.415
C 3.162 -0.848 -4.115
H 8.409 -0.369 -5.942
H 7.527 -1.778 -6.251
H 8.064 -1.335 -4.548
H 2.387 -0.212 -4.546
H 3.187 -0.786 -3.046
H 3.156 -1.893 -4.439
C 1.915 -6.738 3.666
O 0.721 -6.631 2.869
C 0.596 -5.550 2.105
O 1.384 -4.610 2.062
O -0.423 -5.806 1.337
C -0.701 -4.849 0.309
H 2.179 -5.786 4.057
H 2.713 -6.940 2.975
H 1.711 -7.478 4.411
H -1.687 -5.087 -0.069
H 0.010 -4.967 -0.556
H -0.603 -3.840 0.675
C -0.086 1.916 10.674
O -0.931 0.786 10.446
C -2.215 1.102 10.170
O -2.797 2.104 10.539
O -2.879 0.088 9.567
C -4.199 0.470 9.129
H -0.146 2.311 11.675
H -0.312 2.765 9.969
H 0.955 1.553 10.407
H -4.130 1.270 8.425
H -4.822 0.818 9.953
H -4.574 -0.454 8.590
C -3.492 -2.811 0.743
O -4.748 -2.632 0.142
C -4.778 -1.893 -0.951
O -3.856 -1.544 -1.623
O -6.070 -1.704 -1.233
C -6.194 -0.978 -2.477
H -3.515 -2.295 1.700
H -2.703 -2.397 0.107
H -3.399 -3.863 0.859
H -7.267 -0.634 -2.385
H -5.865 -1.528 -3.383
H -5.632 -0.094 -2.388
C 0.811 2.112 2.446
O 1.919 1.293 2.026
C 2.409 0.384 2.867
O 1.947 0.069 3.934
O 3.445 -0.183 2.254
C 4.053 -1.209 3.024
H 0.649 2.100 3.550
H -0.151 1.836 1.973
H 1.045 3.156 2.176
H 4.500 -0.849 3.993
H 4.868 -1.583 2.364
H 3.279 -1.897 3.290
C -5.905 4.860 -4.421
O -6.243 5.453 -5.768
C -5.997 4.690 -6.807
O -5.685 3.506 -6.797
O -6.441 5.346 -7.906
C -6.326 4.725 -9.171
H -4.786 4.825 -4.206
H -6.298 3.836 -4.290
H -6.406 5.548 -3.764
H -6.435 5.504 -9.890
H -7.026 3.888 -9.316
H -5.275 4.432 -9.253
C -4.454 1.246 2.503
O -5.614 2.057 2.330
C -5.799 2.782 1.205
O -6.629 3.635 1.079
O -4.838 2.397 0.341
C -4.809 3.174 -0.832
H -4.461 0.896 3.537
H -3.545 1.785 2.312
H -4.440 0.575 1.619
H -5.563 2.897 -1.515
H -3.842 3.010 -1.325
H -4.838 4.188 -0.525
C 6.957 -4.867 5.861
O 6.353 -5.540 4.712
C 5.978 -4.736 3.746
O 6.200 -3.547 3.668
O 5.278 -5.462 2.938
C 4.611 -4.787 1.806
H 7.030 -5.722 6.571
H 6.246 -4.208 6.202
H 7.876 -4.305 5.518
H 5.238 -4.050 1.371
H 3.690 -4.306 2.070
H 4.462 -5.543 1.006
C -3.953 5.397 3.540
O -3.567 4.758 2.357
C -2.412 5.199 1.797
O -1.610 5.942 2.366
O -2.348 4.707 0.588
C -1.193 5.030 -0.161
H -4.214 6.450 3.372
H -3.133 5.340 4.234
H -4.793 4.769 3.875
H -1.241 4.451 -1.050
H -0.319 4.712 0.491
H -1.177 6.094 -0.327
C -1.992 1.213 -0.384
O -1.160 0.253 0.310
C -0.265 -0.442 -0.429
O -0.084 -0.335 -1.594
O 0.338 -1.299 0.424
C 1.481 -1.935 -0.170
H -1.327 2.009 -0.765
H -2.728 1.626 0.290
H -2.548 0.807 -1.226
H 1.837 -2.418 0.719
H 2.152 -1.227 -0.611
H 1.214 -2.601 -0.995

---

Model ii:
180
Properties=species:S:1:pos:R:3 method="wB97M-V/def2-TZVPD" charge=0 homo_energy_ha=-0.363 lumo_ev=0.32 multiplicity=1
C 2.474 -16.189 14.930
O 2.547 -16.742 16.234
C 2.076 -18.007 16.358
O 1.804 -18.783 15.478
O 1.899 -18.236 17.687
C 1.036 -19.363 17.990
H 1.901 -16.639 14.119
H 3.481 -16.040 14.542
H 2.148 -15.161 15.087
H 1.607 -20.289 18.050
H 0.197 -19.535 17.315
H 0.639 -19.209 18.993
C -4.406 -16.428 20.721
O -3.038 -16.926 20.466
C -2.169 -17.464 21.323
O -1.147 -18.060 20.971
O -2.763 -17.582 22.513
C -2.056 -18.059 23.603
H -4.586 -15.507 20.168
H -4.531 -16.185 21.776
H -5.075 -17.208 20.358
H -2.103 -19.143 23.703
H -2.621 -17.658 24.444
H -1.006 -17.771 23.662
C 5.617 -19.306 16.925
O 6.575 -19.355 15.844
C 6.578 -18.442 14.868
O 5.896 -17.402 14.836
O 7.524 -18.796 13.997
C 7.737 -18.029 12.783
H 4.725 -19.815 16.560
H 5.312 -18.299 17.211
H 5.928 -19.691 17.896
H 8.147 -17.046 13.015
H 6.811 -17.996 12.210
H 8.439 -18.627 12.202
C 4.252 -14.963 18.036
O 3.366 -14.754 19.133
C 3.445 -13.738 19.961
O 4.328 -12.886 19.893
O 2.451 -13.750 20.783
C 2.154 -12.700 21.675
H 3.636 -14.689 17.179
H 4.580 -15.994 17.898
H 5.166 -14.372 17.986
H 1.701 -11.844 21.175
H 3.090 -12.462 22.180
H 1.490 -13.025 22.475
C -0.110 -16.175 18.432
O -0.402 -15.518 17.207
C -1.134 -16.216 16.274
O -1.840 -17.290 16.416
O -1.156 -15.368 15.160
C -2.077 -15.561 14.100
H 0.898 -16.305 18.827
H -0.494 -17.194 18.458
H -0.527 -15.649 19.291
H -1.776 -16.468 13.576
H -1.981 -14.729 13.402
H -3.132 -15.585 14.372
C 0.786 -13.969 12.132
O -0.208 -13.675 11.049
C 0.160 -13.859 9.780
O 1.299 -14.067 9.345
O -0.999 -13.643 9.107
C -0.988 -13.338 7.721
H 0.936 -15.017 12.390
H 0.279 -13.510 12.981
H 1.768 -13.506 12.037
H -1.993 -13.026 7.435
H -0.507 -14.114 7.125
H -0.468 -12.396 7.544
C 2.050 -22.134 14.205
O 0.969 -23.042 14.260
C 0.362 -23.154 15.389
O 0.589 -22.463 16.381
O -0.592 -24.126 15.278
C -1.498 -24.432 16.376
H 1.821 -21.170 14.661
H 2.208 -21.981 13.138
H 2.942 -22.516 14.701
H -2.069 -23.558 16.689
H -0.987 -24.823 17.256
H -2.232 -25.125 15.964
C -5.174 -23.485 13.999
O -4.362 -22.417 13.690
C -3.663 -21.691 14.561
O -3.602 -21.842 15.808
O -3.047 -20.742 13.811
C -2.202 -19.754 14.370
H -5.395 -23.988 13.057
H -6.168 -23.196 14.342
H -4.753 -24.115 14.782
H -1.313 -20.130 14.877
H -2.644 -19.243 15.226
H -1.866 -18.974 13.688
C -3.349 -16.026 10.156
O -2.260 -16.470 10.918
C -1.353 -17.416 10.566
O -1.375 -18.106 9.518
O -0.473 -17.583 11.606
C 0.347 -18.767 11.651
H -3.854 -15.227 10.699
H -4.050 -16.829 9.929
H -2.961 -15.536 9.264
H -0.226 -19.691 11.564
H 0.636 -18.790 12.702
H 1.179 -18.830 10.950
C 3.439 -9.298 16.006
O 2.952 -10.130 14.927
C 2.313 -11.323 15.033
O 2.216 -12.129 14.084
O 1.926 -11.571 16.338
C 1.147 -12.702 16.525
H 2.696 -9.037 16.760
H 3.919 -8.363 15.717
H 4.119 -9.816 16.682
H 0.295 -12.843 15.860
H 0.758 -12.787 17.540
H 1.717 -13.577 16.215
C 3.039 -18.054 20.745
O 1.967 -18.281 21.556
C 1.741 -19.512 21.978
O 2.436 -20.522 21.768
O 0.653 -19.545 22.720
C 0.079 -20.786 23.099
H 2.868 -17.135 20.184
H 3.054 -18.802 19.953
H 3.979 -18.029 21.295
H -0.737 -20.526 23.773
H 0.735 -21.446 23.665
H -0.253 -21.334 22.217
C 5.522 -12.935 14.911
O 5.585 -12.134 16.059
C 6.401 -12.360 17.008
O 7.258 -13.249 16.995
O 6.273 -11.383 17.876
C 6.926 -11.384 19.116
H 4.916 -13.815 15.128
H 6.455 -13.248 14.443
H 4.952 -12.399 14.152
H 6.207 -11.372 19.935
H 7.500 -10.470 19.266
H 7.587 -12.225 19.325
C 4.305 -10.997 9.780
O 5.139 -11.795 10.557
C 4.832 -13.029 10.976
O 3.790 -13.634 10.687
O 5.809 -13.560 11.772
C 5.772 -14.876 12.221
H 3.240 -11.015 10.014
H 4.261 -11.302 8.735
H 4.630 -9.959 9.715
H 5.536 -15.591 11.432
H 4.971 -15.061 12.937
H 6.700 -15.273 12.633
C 3.276 -22.519 19.044
O 2.044 -22.827 19.677
C 1.888 -23.961 20.345
O 2.765 -24.797 20.530
O 0.704 -23.976 21.042
C -0.462 -23.195 20.552
H 4.018 -22.151 19.752
H 3.264 -21.733 18.289
H 3.543 -23.400 18.460
H -0.826 -23.812 19.730
H -0.306 -22.226 20.078
H -1.204 -23.122 21.347
C 4.432 -18.737 8.628
O 3.898 -18.565 9.915
C 3.488 -17.405 10.334
O 3.500 -16.405 9.629
O 3.329 -17.378 11.722
C 3.559 -18.476 12.548
H 5.153 -17.980 8.319
H 3.670 -18.652 7.853
H 5.002 -19.651 8.463
H 3.113 -19.453 12.367
H 3.235 -18.265 13.567
H 4.627 -18.694 12.587

---

Short version: model i, model ii, most stable first.